# 1
Molecular formula: C32H61F3NO18S8
Method: DFT, wB97M-V/def2-TZVPD

Atoms and positions in Å:
C  4.73  -3.36  -0.51
C  4.86  -2.79  -1.94
O  5.64  -1.60  -2.02
C  4.86  -0.47  -2.38
C  4.16  0.11  -1.11
O  3.06  0.91  -1.61
S  1.90  1.17  -0.51
O  2.48  1.05  0.84
O  1.45  2.55  -0.68
N  0.69  0.08  -0.58
S  0.06  -0.13  -2.09
O  0.58  0.74  -3.14
O  0.23  -1.53  -2.48
C  -1.71  0.28  -1.93
C  -2.66  -0.94  -1.95
C  -2.33  -2.02  -0.94
F  -2.38  -1.75  0.38
C  -1.97  -3.25  -1.29
F  -1.65  -4.20  -0.41
F  -1.87  -3.65  -2.55
H  3.96  -4.16  -0.56
H  4.40  -2.64  0.23
H  5.69  -3.81  -0.22
H  5.37  -3.56  -2.56
H  3.86  -2.65  -2.38
H  4.10  -0.71  -3.14
H  5.48  0.32  -2.83
H  4.89  0.80  -0.65
H  3.84  -0.68  -0.43
H  -1.84  0.94  -1.06
H  -1.95  0.89  -2.81
H  -2.81  -1.36  -2.96
H  -3.66  -0.55  -1.65
C  -1.46  6.52  -0.27
C  -1.18  5.74  1.02
C  -2.18  4.58  1.08
S  -2.58  4.18  -0.63
O  -3.98  4.48  -0.86
O  -2.00  2.91  -0.96
C  -1.59  5.47  -1.37
H  -0.66  7.23  -0.49
H  -2.39  7.08  -0.17
H  -0.17  5.35  1.00
H  -1.27  6.37  1.91
H  -1.76  3.70  1.55
H  -3.11  4.86  1.58
H  -2.09  5.84  -2.26
H  -0.62  5.04  -1.62
C  2.61  -6.86  3.28
C  1.69  -5.63  3.35
C  2.55  -4.44  3.76
S  4.21  -4.79  3.17
O  5.09  -4.94  4.30
O  4.53  -3.89  2.08
C  3.84  -6.41  2.51
H  2.12  -7.70  2.80
H  2.90  -7.16  4.29
H  1.25  -5.45  2.37
H  0.87  -5.78  4.06
H  2.20  -3.51  3.31
H  2.60  -4.33  4.84
H  4.70  -7.06  2.64
H  3.62  -6.29  1.44
C  3.35  -10.67  7.99
C  3.70  -9.57  8.99
C  4.07  -8.32  8.18
S  3.17  -8.44  6.64
O  4.12  -8.60  5.56
O  2.14  -7.43  6.60
C  2.43  -10.03  6.97
H  2.88  -11.53  8.48
H  4.26  -11.03  7.50
H  2.84  -9.35  9.62
H  4.52  -9.86  9.65
H  3.78  -7.40  8.69
H  5.14  -8.29  7.95
H  2.35  -10.60  6.04
H  1.44  -9.85  7.39
C  4.18  4.75  1.74
C  4.32  5.12  0.26
C  5.80  4.99  -0.10
S  6.48  3.74  1.00
O  7.45  4.38  1.87
O  6.80  2.56  0.24
C  4.98  3.47  1.92
H  3.13  4.61  2.02
H  4.59  5.54  2.36
H  3.73  4.43  -0.35
H  3.95  6.13  0.06
H  5.94  4.67  -1.13
H  6.34  5.92  0.07
H  5.22  3.25  2.96
H  4.46  2.62  1.48
C  -6.52  0.48  -4.45
C  -6.50  1.92  -4.99
C  -5.03  2.32  -5.16
S  -4.12  0.81  -5.47
O  -3.23  0.58  -4.35
O  -3.66  0.79  -6.83
C  -5.52  -0.30  -5.30
H  -7.51  0.04  -4.50
H  -6.19  0.47  -3.41
H  -7.01  1.95  -5.95
H  -7.01  2.59  -4.33
H  -4.89  3.00  -6.00
H  -4.63  2.77  -4.25
H  -5.20  -1.24  -4.85
H  -5.91  -0.48  -6.30
C  -7.51  7.21  -2.45
C  -7.51  7.95  -3.79
C  -7.09  6.95  -4.87
S  -7.59  5.33  -4.27
O  -6.41  4.55  -4.02
O  -8.68  4.84  -5.08
C  -8.23  5.89  -2.70
H  -8.00  7.79  -1.67
H  -6.48  7.02  -2.13
H  -8.52  8.32  -4.01
H  -6.85  8.82  -3.78
H  -7.58  7.14  -5.82
H  -6.01  6.93  -5.00
H  -8.04  5.14  -1.94
H  -9.31  6.05  -2.82

The net charge is -1. Its LUMO energy is 1.5 eV. As for the HOMO-LUMO gap: 0.2558 Ha. Its largest force on an atom is 3.7 eV/Å.

---

# 2
Molecular formula: C32H62ClSi4
Method: DFT, wB97M-V/def2-TZVPD

Atoms and positions in Å:
C  5.67  1.67  -5.31
C  4.75  1.55  -4.10
C  3.34  1.10  -4.47
C  2.40  1.13  -3.25
Si  1.12  -0.26  -3.25
C  -0.54  0.40  -3.81
C  1.63  -1.67  -4.37
C  1.04  -1.06  -1.52
Si  0.43  -0.10  -0.06
H  -2.14  0.21  -0.09
C  0.90  -0.87  1.55
Si  0.71  -2.76  1.78
C  1.40  -3.09  3.50
C  -1.09  -3.26  1.73
C  1.66  -3.79  0.52
C  2.34  -5.00  1.18
C  2.92  -5.99  0.18
C  3.64  -7.14  0.88
C  0.53  1.78  -0.15
Si  0.81  2.79  1.44
C  2.57  2.60  2.06
C  0.52  4.56  0.92
C  -0.30  2.31  2.89
C  -1.60  3.10  2.98
C  -2.05  3.20  4.44
C  -3.43  3.82  4.61
H  6.67  1.97  -4.99
H  5.75  0.71  -5.84
H  5.29  2.41  -6.01
H  5.18  0.83  -3.38
H  4.69  2.51  -3.58
H  2.94  1.78  -5.24
H  3.38  0.11  -4.93
H  2.98  1.05  -2.31
H  1.87  2.09  -3.23
H  -1.24  -0.44  -3.97
H  -0.96  1.10  -3.09
H  -0.42  0.92  -4.78
H  1.11  -2.58  -4.04
H  1.36  -1.46  -5.41
H  2.71  -1.86  -4.31
H  0.40  -1.96  -1.63
H  2.06  -1.41  -1.26
H  1.96  -0.58  1.72
H  0.29  -0.44  2.38
H  0.97  -4.01  3.91
H  2.49  -3.19  3.48
H  1.14  -2.25  4.16
H  -1.20  -4.35  1.89
H  -1.65  -2.75  2.53
H  -1.57  -3.00  0.77
H  0.97  -4.12  -0.27
H  2.42  -3.16  0.03
H  3.14  -4.65  1.85
H  1.63  -5.54  1.83
H  2.10  -6.38  -0.44
H  3.61  -5.46  -0.49
H  4.08  -7.81  0.14
H  4.44  -6.76  1.52
H  2.95  -7.71  1.50
H  1.36  2.04  -0.84
H  -0.40  2.19  -0.60
H  2.65  3.00  3.08
H  2.91  1.56  2.07
H  3.25  3.18  1.41
H  0.18  5.19  1.76
H  1.47  4.98  0.54
H  -0.23  4.61  0.11
H  -0.54  1.23  2.86
H  0.31  2.46  3.80
H  -1.51  4.11  2.56
H  -2.38  2.60  2.38
H  -2.03  2.19  4.89
H  -1.30  3.80  4.99
H  -3.53  4.25  5.60
H  -3.61  4.61  3.87
H  -4.21  3.06  4.48
Cl  -6.03  4.88  1.93
C  -5.17  3.51  1.34
C  -5.16  2.33  2.09
C  -4.41  1.25  1.63
C  -3.80  1.30  0.38
C  -3.19  0.05  -0.22
C  -3.45  -0.14  -1.72
C  -3.84  -1.62  -1.94
C  -3.86  -2.20  -0.55
C  -3.59  -1.28  0.40
C  -3.77  2.50  -0.34
C  -4.49  3.61  0.11
H  -5.73  2.26  3.02
H  -4.38  0.33  2.21
H  -4.28  0.53  -2.03
H  -2.57  0.14  -2.31
H  -4.84  -1.65  -2.41
H  -3.13  -2.14  -2.61
H  -4.13  -3.24  -0.38
H  -3.60  -1.42  1.48
H  -3.23  2.56  -1.29
H  -4.55  4.53  -0.48

The energy above the lowest of the compared OMol25 structures with the same formula, charge and spin comes out at 0.331 eV. The net charge is +1. Its LUMO energy is -4.8 eV. As for the HOMO-LUMO gap: 0.2342 Ha. Its largest force on an atom is 2.5 eV/Å.

---

# 3
Molecular formula: C32H63Cl10N7O6
Method: DFT, wB97M-V/def2-TZVPD

Atoms and positions in Å:
C  -2.31  -3.73  -1.51
C  -1.56  -2.93  -0.46
N  -2.41  -2.64  0.70
C  -3.26  -3.50  1.35
C  -3.84  -2.81  2.34
N  -3.24  -1.56  2.39
C  -2.42  -1.49  1.34
C  -3.66  -0.54  3.35
H  -3.26  -3.25  -1.72
H  -2.53  -4.75  -1.19
H  -1.73  -3.71  -2.42
H  -1.23  -1.99  -0.91
H  -0.64  -3.37  -0.08
H  -3.36  -4.53  1.05
H  -4.55  -3.08  3.11
H  -1.78  -0.65  1.05
H  -3.36  0.41  2.92
H  -3.15  -0.69  4.30
H  -4.74  -0.56  3.39
C  0.33  -5.62  4.64
C  -0.76  -4.59  4.38
N  -0.23  -3.30  3.94
C  0.28  -2.97  2.69
C  0.48  -1.65  2.66
N  0.17  -1.15  3.90
C  -0.36  -2.15  4.59
C  0.11  0.28  4.25
H  1.10  -5.32  5.34
H  0.69  -6.01  3.69
H  -0.19  -6.45  5.13
H  -1.38  -4.37  5.24
H  -1.43  -4.95  3.59
H  0.42  -3.69  1.91
H  0.74  -1.01  1.82
H  -0.82  -2.03  5.56
H  -0.84  0.59  4.67
H  0.33  0.84  3.34
H  0.87  0.44  5.02
C  0.63  0.35  0.24
O  0.31  1.01  1.35
O  0.83  -0.94  0.31
O  0.78  1.02  -0.89
Cl  -2.33  5.38  2.35
C  -1.90  4.44  0.91
C  -2.12  2.96  1.12
Cl  -3.82  2.54  1.39
H  -0.87  4.65  0.66
H  -2.44  4.68  -0.01
H  -1.56  2.60  1.98
H  -1.67  2.44  0.27
Cl  4.04  -2.14  2.78
C  3.55  -1.11  1.42
C  3.40  0.34  1.83
Cl  4.99  1.01  2.25
H  2.67  -1.48  0.90
H  4.36  -1.14  0.70
H  2.82  0.42  2.75
H  2.88  0.87  1.03
Cl  0.35  4.37  -5.26
C  1.38  4.51  -3.79
C  0.56  4.21  -2.57
Cl  -0.60  5.49  -2.18
H  1.80  5.52  -3.78
H  2.18  3.78  -3.92
H  1.17  3.95  -1.71
H  0.01  3.28  -2.74
Cl  4.33  1.68  -4.20
C  3.71  1.57  -2.55
C  3.35  0.16  -2.19
Cl  4.89  -0.79  -2.11
H  2.88  2.26  -2.39
H  4.50  1.90  -1.89
H  2.63  -0.31  -2.84
H  2.96  0.06  -1.18
Cl  2.64  -5.49  -3.63
C  1.58  -4.16  -3.15
C  2.02  -3.50  -1.86
Cl  1.98  -4.59  -0.46
H  0.54  -4.45  -3.03
H  1.59  -3.45  -3.97
H  1.36  -2.64  -1.70
H  3.00  -3.04  -1.94
C  -2.90  -0.07  -1.45
O  -3.53  -1.06  -1.15
N  -3.25  0.84  -2.39
C  -2.45  2.04  -2.58
C  -4.57  0.86  -2.96
H  -1.88  0.21  -1.11
H  -1.43  1.89  -2.23
H  -2.90  2.84  -1.97
H  -2.47  2.36  -3.62
H  -4.55  1.19  -4.00
H  -5.07  -0.11  -2.98
H  -5.22  1.53  -2.39
C  -0.09  -1.24  -3.21
O  -0.35  -2.43  -3.08
N  -0.06  -0.57  -4.38
C  0.59  0.72  -4.46
C  -0.56  -1.14  -5.62
H  0.20  -0.61  -2.35
H  -0.02  1.50  -4.92
H  1.53  0.63  -5.03
H  0.96  1.05  -3.49
H  0.13  -1.05  -6.45
H  -0.91  -2.14  -5.39
H  -1.48  -0.60  -5.88
C  1.21  3.91  3.24
O  1.05  4.05  4.45
N  2.18  4.50  2.54
C  2.37  4.11  1.15
C  3.22  5.30  3.15
H  0.57  3.27  2.62
H  1.55  3.53  0.73
H  3.30  3.54  1.07
H  2.50  5.03  0.56
H  2.77  5.90  3.94
H  3.96  4.64  3.61
H  3.76  5.88  2.40

The net charge is 0. Its LUMO energy is -0.3 eV. As for the HOMO-LUMO gap: 0.2701 Ha. Its largest force on an atom is 2.7 eV/Å.